Density functional theory data (ωB97M-V/def2-TZVPD) for a cluster of 2 separate species, C5H15NO in total at a distorted geometry.

Structure (XYZ):
```
22
Properties=species:S:1:pos:R:3:forces:R:3:lowdin_charge:R:1
C 0.56843 1.21707 0.98236 1.046 -1.228 -1.927 -0.23
N -0.26257 0.81668 -0.20269 0.776 1.442 1.852 -0.23
C -1.43001 0.07349 0.25669 0.504 -1.496 -0.973 -0.27
C -2.62439 0.19283 -0.67902 -1.204 0.458 0.097 -0.10
C 0.36710 0.32042 -1.39689 -1.101 -1.273 -1.031 -0.12
C 2.00288 1.61791 0.56219 -0.990 -0.626 0.014 -0.10
H 0.16821 2.10002 1.47044 -0.575 -0.302 0.307 0.11
H 0.61018 0.31268 1.60390 0.093 0.415 0.601 0.10
H -1.22908 -1.02232 0.30518 0.390 0.104 -0.272 0.11
H -1.57311 0.24119 1.32140 -0.605 0.874 -0.149 0.11
H -3.48132 -0.43061 -0.39031 0.381 -0.125 0.236 0.07
H -2.42912 -0.07806 -1.71779 0.389 -0.186 0.181 0.06
H -3.05380 1.19240 -0.74724 0.283 0.290 0.223 0.07
H 0.76831 -0.71332 -1.45407 -0.256 -0.179 0.974 0.09
H -0.52320 0.28176 -2.03393 0.724 0.011 -0.804 0.07
H 1.18269 0.83747 -1.90216 -0.471 1.026 0.476 0.08
H 1.89366 2.55833 0.04225 0.484 0.513 0.078 0.07
H 2.44200 0.92215 -0.15451 0.010 -0.136 0.278 0.06
H 2.62402 1.64785 1.45593 0.126 0.407 -0.158 0.07
H 0.77668 -4.60070 0.71074 0.239 0.401 0.368 0.04
H 1.67434 -3.48251 1.37069 -0.240 0.221 0.829 0.01
O 1.52811 -4.00475 0.59683 -0.002 -0.611 -1.201 -0.06
```
Positions in Å, forces in eV/Å.


Density functional theory data (ωB97M-V/def2-TZVPD) for a cluster of 2 separate species, C5H15NO2 in total at a distorted geometry.

Structure (XYZ):
```
23
Properties=species:S:1:pos:R:3:forces:R:3:lowdin_charge:R:1
C 0.37917 -0.43469 -0.49933 0.874 0.653 0.731 -0.18
C 0.57998 -1.79103 0.13085 0.476 -1.163 -0.990 -0.27
O -0.32950 -2.80474 -0.32656 -0.300 0.203 0.714 -0.08
C -0.76714 0.39288 0.08240 0.268 -0.460 -0.734 -0.24
N -0.96029 1.63757 -0.66321 -1.057 -0.092 0.432 -0.26
C -1.55725 2.63176 0.24014 1.473 0.596 -0.767 -0.11
C -1.85541 1.39771 -1.79794 0.234 0.385 -0.348 -0.11
H 0.49277 -0.49235 -1.58947 -0.869 -0.185 0.013 0.12
H 1.28389 0.14416 -0.27823 0.057 -0.013 0.210 0.12
H 0.60077 -1.85427 1.21980 -0.378 0.443 -0.004 0.12
H 1.56016 -2.14539 -0.19083 0.382 0.125 0.102 0.10
H -0.63661 -2.57217 -1.19941 -0.056 0.129 -0.364 0.07
H -1.68509 -0.21448 0.12971 -0.080 0.121 -0.026 0.12
H -0.49442 0.62205 1.11003 0.031 0.100 0.085 0.12
H -1.55465 3.59703 -0.27730 -0.702 -0.179 -0.171 0.08
H -2.53465 2.35407 0.64271 0.002 0.094 0.155 0.09
H -0.78510 2.83550 0.97951 -0.397 -0.321 0.710 0.08
H -2.62594 0.66391 -1.55848 -0.117 -0.269 -0.036 0.08
H -2.38676 2.30517 -2.09320 0.200 0.124 0.170 0.08
H -1.29599 1.09418 -2.68579 -0.034 -0.289 0.123 0.08
H 4.83324 -1.84189 2.41475 0.121 0.308 0.224 0.03
H 4.75385 -3.21069 2.96667 0.098 -0.060 0.391 0.03
O 4.98498 -2.31427 3.24318 -0.223 -0.249 -0.618 -0.06
```
Positions in Å, forces in eV/Å.


Density functional theory data (ωB97M-V/def2-TZVPD) for a cluster of 2 separate species, C5H15NO2 in total at a distorted geometry.

Structure (XYZ):
```
23
Properties=species:S:1:pos:R:3:forces:R:3:lowdin_charge:R:1
C 0.21214 -0.29825 -0.59267 -1.092 1.711 0.365 -0.18
C 0.33852 -1.63594 0.08112 1.859 -0.200 0.210 -0.29
O -0.21717 -2.71773 -0.62937 -1.657 0.089 1.506 -0.05
C -0.94932 0.58050 -0.00310 1.038 -1.054 -0.922 -0.24
N -0.96110 1.96167 -0.49944 -1.125 -0.947 -0.289 -0.26
C -2.17979 2.59491 0.07721 2.034 0.376 0.117 -0.11
C -1.13245 1.91778 -1.96101 -0.066 1.150 0.467 -0.12
H 0.06773 -0.45596 -1.65989 0.206 0.062 -0.071 0.10
H 1.06899 0.35377 -0.40111 0.399 -0.417 -0.337 0.12
H -0.02423 -1.60870 1.10865 -0.523 -0.247 -0.142 0.12
H 1.41896 -1.83436 0.19965 -0.151 0.007 0.037 0.12
H 0.28225 -2.87907 -1.39985 0.929 -0.167 -1.289 0.06
H -1.88619 0.06905 -0.26936 -0.237 0.043 0.451 0.12
H -0.73213 0.55685 1.06524 -0.591 0.262 0.152 0.11
H -2.12394 3.64096 -0.22438 -0.551 0.010 -0.075 0.08
H -3.10919 2.09718 -0.20243 -0.125 0.009 -0.078 0.08
H -2.00630 2.57398 1.15147 -0.490 -0.019 0.157 0.08
H -2.09166 1.46160 -2.24120 0.141 -0.385 -0.121 0.09
H -1.18532 2.95394 -2.31070 0.061 -0.076 -0.048 0.08
H -0.27829 1.46113 -2.44477 -0.058 -0.207 -0.090 0.07
H 5.05913 -4.32554 3.42987 -0.086 -0.012 -0.003 0.03
H 4.88438 -2.90942 3.98452 -0.186 0.090 0.036 0.03
O 5.54499 -3.55836 3.74156 0.270 -0.078 -0.033 -0.06
```
Positions in Å, forces in eV/Å.


Density functional theory data (ωB97M-V/def2-TZVPD) for a cluster of 3 separate species, C5H15NO2 in total at a distorted geometry.

Structure (XYZ):
```
23
Properties=species:S:1:pos:R:3:forces:R:3:lowdin_charge:R:1
C 0.36843 2.10014 1.48679 0.398 0.455 0.357 -0.13
N 0.34315 0.76047 0.90072 -0.831 1.794 -1.685 -0.15
C -1.04656 0.47874 0.40902 1.325 -1.626 1.757 -0.20
C -1.04284 -0.85433 -0.38704 0.454 2.296 -0.319 -0.20
C -0.81968 -2.05298 0.46072 -1.742 0.020 0.194 -0.19
C -1.82163 -2.88519 0.73381 -0.129 -0.899 -0.634 0.01
H -0.60942 2.56185 1.66139 -0.331 -0.708 0.221 0.07
H 0.79847 2.84990 0.81558 0.546 -0.284 -0.007 0.08
H 0.88239 2.10817 2.45037 0.156 0.124 -0.172 0.08
H 0.79201 0.04295 1.43970 -0.552 -0.126 0.496 0.10
H -1.49696 1.31114 -0.12448 0.613 0.108 -0.368 0.11
H -1.60557 0.39945 1.35513 -0.627 -0.295 -0.456 0.11
H -0.21285 -0.73818 -1.10079 -0.091 -0.152 0.094 0.10
H -1.92882 -0.76179 -1.01505 -0.303 -1.061 0.224 0.11
H 0.12308 -2.12864 0.96771 0.540 -0.395 -0.165 0.09
H -2.82303 -2.75634 0.33593 0.129 0.441 -0.316 0.06
H -1.75163 -3.88342 1.15009 0.541 0.296 0.743 0.05
H 1.82602 0.58432 -0.42955 -0.444 0.096 0.548 0.00
H 2.89343 -0.50569 -0.64348 -0.166 0.434 -0.282 0.07
O 2.56270 0.33330 -1.00631 0.502 -0.546 0.190 -0.07
H 1.57314 1.68447 -3.60509 0.507 1.340 0.208 0.00
H 1.61820 0.55336 -2.46895 0.441 0.664 -0.666 -0.02
O 1.37795 0.79831 -3.38622 -0.938 -1.977 0.038 -0.07
```
Positions in Å, forces in eV/Å.


Density functional theory data (ωB97M-V/def2-TZVPD) for a cluster of 2 separate species, C5H15NO2 in total at a distorted geometry.

Structure (XYZ):
```
23
Properties=species:S:1:pos:R:3:forces:R:3:lowdin_charge:R:1
C 2.12578 0.62695 -0.92622 0.740 0.418 -0.582 -0.14
N 0.74140 0.78607 -0.50716 0.766 -0.814 -0.832 -0.08
C 0.42838 -0.05915 0.64235 0.123 0.208 0.108 -0.38
C -0.48336 -1.22602 0.14808 0.323 0.401 0.003 -0.37
C 0.33364 -2.28758 -0.60233 1.049 -0.405 1.315 -0.05
O -1.49788 -0.92613 -0.80972 -0.725 0.790 1.005 -0.06
C 0.00754 0.75768 1.89400 -0.205 -0.683 -1.819 -0.03
H 2.80242 1.16309 -0.23933 0.180 -0.276 -0.238 0.08
H 2.38769 0.90937 -1.96648 -0.699 0.623 0.466 0.08
H 2.42004 -0.41652 -0.99190 -0.199 -0.263 0.631 0.06
H 0.45207 1.74986 -0.52231 -0.119 -0.019 0.530 0.11
H 1.35864 -0.54677 0.98238 -0.189 -0.027 -0.378 0.13
H -1.04101 -1.53048 1.06241 0.406 -0.593 -0.745 0.15
H -0.24313 -3.18334 -0.49363 -0.288 -0.693 -0.738 0.07
H 1.35445 -2.55735 -0.25603 -0.563 0.444 0.417 0.08
H 0.50444 -1.97308 -1.62838 -0.402 -0.082 -0.185 0.08
H -1.09363 -0.71382 -1.65455 0.295 0.220 0.089 0.08
H -0.83455 1.35048 1.54022 0.141 0.748 0.563 0.07
H -0.34614 0.12518 2.68477 -0.144 -0.448 0.426 0.06
H 0.91320 1.26670 2.22818 -0.508 0.544 -0.002 0.08
H -2.69309 1.87672 -0.38296 -0.316 -0.449 0.693 0.00
H -4.11948 2.38903 0.26472 1.079 -0.542 -0.281 0.05
O -3.47740 2.41910 -0.46612 -0.749 0.897 -0.447 -0.07
```
Positions in Å, forces in eV/Å.


Density functional theory data (ωB97M-V/def2-TZVPD) for a cluster of 4 separate species, C5H15NO3 in total at a distorted geometry.

Structure (XYZ):
```
24
Properties=species:S:1:pos:R:3:forces:R:3:lowdin_charge:R:1
C 0.46260 -0.61910 -2.73468 1.471 -0.034 0.812 -0.05
N 1.85689 -0.70126 0.02230 0.008 0.572 -0.789 0.07
C 0.54194 -1.04488 -0.26531 0.543 -0.689 0.986 -0.20
C -0.10825 -1.11295 -1.43347 -0.164 -0.151 -0.183 -0.31
C -1.38279 -1.83778 -1.47118 -0.898 0.385 0.456 -0.16
C -2.31006 -1.92052 -0.51835 -0.724 -0.583 0.284 -0.01
H -0.08276 0.19965 -3.19453 -0.313 -0.255 -0.231 0.08
H 0.70629 -1.44550 -3.40226 -0.618 0.009 -0.356 0.08
H 1.46921 -0.23075 -2.52810 -0.168 0.244 -0.081 0.06
H 2.30768 -0.16490 -0.70593 0.146 0.009 0.140 0.07
H 2.06426 -0.30323 0.93093 -0.226 -0.062 -0.220 0.04
H 0.11522 -1.50814 0.62237 -0.410 -0.044 -0.229 0.12
H -1.70576 -2.34333 -2.37458 0.537 0.108 -0.360 0.10
H -2.33850 -1.53265 0.49170 0.623 0.476 -0.028 0.05
H -3.20663 -2.51106 -0.68576 0.131 -0.043 -0.285 0.05
H 2.66068 2.05883 2.17289 0.073 0.050 0.156 0.05
H 3.24861 0.79384 2.84809 0.118 0.114 0.332 0.05
O 2.98249 1.16863 2.00904 -0.152 -0.091 -0.305 -0.04
H -0.88319 0.42616 1.25472 0.329 -0.151 -0.179 0.02
H -0.15345 1.14609 2.44983 0.169 -0.388 -0.198 0.05
O -0.96358 1.09465 1.93711 -0.259 0.335 0.368 -0.03
H -1.49189 2.81963 1.85169 -0.694 0.259 0.326 -0.02
H -1.78849 3.90816 0.90673 -0.329 0.390 0.148 0.03
O -2.00052 3.66036 1.81678 0.806 -0.459 -0.562 -0.09
```
Positions in Å, forces in eV/Å.


ΔE to the lowest compared entry with this formula, charge and spin / kJ/mol: 172.6; 169.8; 168.5; 196.0; 173.4; 204.7
Highest occupied orbital energy / eV: -8.0361; -8.9301; -9.0342; -9.2698; -8.8249; -7.7772